The following is a quantum chemistry calculation of a gas-phase ion, C3H8O2PS (charge -1) at a distorted geometry, from OMol25.

Geometry as ORCA input:
```
! RIJCOSX wB97M-V def2-TZVPD def2/J DEFGRID3
* xyz -1 1
C -2.517 -1.538 0.477
O -1.802 -0.507 -0.203
P -1.396 0.976 0.624
O -2.085 2.008 -0.185
C 0.314 0.941 -0.124
S 1.772 0.528 0.981
C 2.991 0.244 -0.314
H -2.286 -2.613 0.178
H -3.569 -1.468 0.322
H -2.120 -1.354 1.501
H 0.373 0.234 -0.949
H 0.515 1.969 -0.515
H 3.940 0.147 0.178
H 3.216 1.152 -1.019
H 2.653 -0.718 -0.952
*
```

The calculation puts the energy above the lowest of the compared OMol25 structures with the same formula, charge and spin at 2.064 eV. As for the HOMO energy: -2.97 eV. As for the frontier orbital gap: 6.346 eV. The value obtained for the total energy is -27460.5840 eV. Its SMILES is COP([O-])CSC.

Atomic partial charges in e from the Löwdin method, atoms 1 to 6: atom 1 (C): -0.233, atom 2 (O): -0.471, atom 3 (P): 0.510, atom 4 (O): -0.547, atom 5 (C): -0.653, atom 6 (S): 0.626